[1]
{
  "formula": "C10H30ClO5",
  "method": "ωB97M-V with the def2-TZVPD basis set",
  "de_lowest_kj_mol": 620.38,
  "lumo_ha": 0.114,
  "max_force_ev_per_a": 8.9,
  "total_charge": -1,
  "orbital_gap_ev": 9.2,
  "e_tot_ha": -1235.23219,
  "mol_weight_g_mol": 265.8,
  "symbols": ["Cl", "C", "C", "O", "H", "H", "H", "H", "H", "H", "C", "C", "O", "H", "H", "H", "H", "H", "H", "C", "C", "O", "H", "H", "H", "H", "H", "H", "C", "C", "O", "H", "H", "H", "H", "H", "H", "C", "C", "O", "H", "H", "H", "H", "H", "H"],
  "xyz": [[0.2556, 1.2762, -1.0494], [3.0327, -0.2502, 3.4409], [2.2661, -0.1647, 2.1337], [2.8114, 0.8242, 1.2099], [2.6467, -0.8595, 4.1522], [3.0056, 0.6686, 3.7703], [4.1472, -0.5197, 3.4316], [1.3200, -0.2488, 2.3510], [2.2797, -1.0543, 1.6237], [2.2037, 1.0630, 0.5687], [-3.8031, -1.6913, -3.3065], [-2.8316, -0.5603, -2.7518], [-1.4405, -0.9656, -2.8133], [-3.5322, -2.6475, -2.7413], [-3.6311, -1.6660, -4.4019], [-4.9001, -1.3857, -3.0718], [-2.9143, -0.2691, -1.7581], [-2.8458, 0.1370, -3.5221], [-0.9742, -0.3331, -2.2067], [-2.4037, -2.5707, 1.6898], [-2.2910, -1.4062, 0.8045], [-1.1664, -0.5955, 1.2505], [-3.4721, -2.8129, 2.0326], [-1.8621, -2.6056, 2.5740], [-1.8092, -3.2597, 1.1952], [-3.0558, -0.7879, 0.8790], [-2.0742, -1.6004, -0.1126], [-0.8450, 0.0732, 0.8114], [0.6945, 6.5944, 0.0076], [0.8152, 5.1606, -0.6356], [-0.2234, 4.4182, -0.1557], [0.9775, 6.3765, 0.9411], [-0.3345, 7.0879, 0.2239], [1.5088, 7.2009, -0.4333], [1.7945, 4.9011, -0.6875], [0.4074, 5.3500, -1.7800], [-0.3984, 3.5542, -0.5334], [2.3856, -3.6995, 0.0304], [1.4656, -2.7604, -0.5842], [2.1135, -1.6258, -1.2552], [3.0035, -3.2374, 0.6747], [2.9259, -4.2124, -0.6095], [1.7732, -4.4754, 0.6821], [0.6960, -2.4977, 0.2614], [0.8204, -3.1629, -1.2698], [1.4587, -0.7601, -1.0606]]
}

---

[2]
{
  "formula": "C2H8N3O2",
  "method": "ωB97M-V with the def2-TZVPD basis set",
  "de_lowest_kj_mol": 814.20,
  "lumo_ha": -0.196,
  "max_force_ev_per_a": 4.3,
  "total_charge": 1,
  "orbital_gap_ev": 9.7,
  "e_tot_ha": -395.24722,
  "mol_weight_g_mol": 106.1,
  "symbols": ["C", "C", "N", "N", "N", "O", "O", "H", "H", "H", "H", "H", "H", "H", "H"],
  "xyz": [[3.7680, 1.3311, 0.1121], [-2.8682, -0.6631, 0.2724], [1.7827, 0.5125, -0.8964], [-0.0274, -0.5646, -1.8157], [0.8895, -0.1554, -1.2378], [2.9934, 0.1848, -0.4096], [-1.6095, -1.3183, 0.0327], [3.8331, 2.1610, -0.7554], [4.8167, 1.1573, 0.2715], [3.2695, 1.5143, 1.0073], [-3.4881, -0.8915, -0.6092], [-2.8363, 0.4112, 0.0606], [-3.4130, -0.7628, 1.2748], [-0.9126, -0.9414, -1.3067], [-1.5434, -2.2466, 0.0680]]
}